# 1
{
  "formula": "C8H13N3O3V",
  "method": "the ωB97M-V functional and the def2-TZVPD basis",
  "symbols": ["O", "C", "V", "C", "C", "O", "O", "C", "N", "C", "C", "N", "N", "C", "C", "H", "H", "H", "H", "H", "H", "H", "H", "H", "H", "H", "H", "H"],
  "xyz": [[0.401, 2.908, -3.949], [0.113, 1.897, -3.490], [-0.207, -0.398, -2.344], [1.341, -0.963, -3.273], [-1.386, -1.355, -3.440], [2.286, -1.344, -3.846], [-2.115, -1.893, -4.180], [2.356, -0.661, 1.552], [0.970, -0.230, 1.684], [0.448, -0.165, 3.038], [0.211, -0.130, 0.572], [0.709, -0.541, -0.607], [-1.035, 0.373, 0.549], [-1.703, 1.077, 1.623], [-1.719, 0.312, -0.740], [2.814, -0.669, 2.540], [2.912, 0.031, 0.905], [2.423, -1.673, 1.125], [0.382, 0.869, 3.402], [-0.531, -0.651, 3.126], [1.145, -0.698, 3.692], [1.673, -0.836, -0.461], [-2.445, 1.754, 1.187], [-2.241, 0.386, 2.288], [-1.014, 1.688, 2.213], [-1.297, 1.049, -1.461], [-1.726, -0.731, -1.119], [-2.766, 0.594, -0.587]],
  "forces_ev_per_a": [[-1.0, -3.6, 1.7], [0.9, 2.9, -1.5], [0.9, 3.5, 3.0], [7.1, -3.1, -4.5], [-5.7, -4.2, -6.1], [-4.5, 1.9, 2.8], [3.3, 2.3, 3.6], [0.4, -0.1, -0.4], [-0.8, 0.0, -1.1], [-0.3, 0.2, 1.0], [0.6, 0.0, 1.4], [0.6, 0.0, -0.4], [0.0, -0.4, -1.0], [-0.9, 0.5, 0.8], [-0.3, 0.3, 1.4], [0.0, 0.0, -0.3], [0.0, -0.1, 0.3], [0.0, 0.1, 0.3], [0.1, -0.4, 0.0], [0.4, 0.1, -0.1], [-0.3, 0.1, -0.2], [-0.3, -0.2, -0.4], [0.3, -0.1, 0.1], [0.2, 0.3, -0.2], [-0.2, -0.2, -0.4], [-0.3, 0.2, 0.2], [-0.4, -0.1, 0.2], [0.2, -0.1, -0.3]],
  "mulliken_charge": [-0.08, 0.32, 0.11, 0.46, 0.41, -0.12, -0.15, -1.14, 0.13, -1.06, 0.47, -0.37, 0.16, -1.07, -0.73, 0.34, 0.42, 0.42, 0.34, 0.36, 0.39, 0.10, 0.44, 0.35, 0.34, 0.38, 0.16, 0.64],
  "gap_ev": [7.953, 6.822],
  "total_charge": 2,
  "e_lumo_ha": [-0.31677, -0.36081],
  "total_energy_ha": -1645.974554,
  "multiplicity": 4,
  "homo_energy_ha": [-0.609, -0.612]
}

***

# 2
{
  "formula": "C8H13N3OS",
  "method": "the ωB97M-V functional and the def2-TZVPD basis",
  "symbols": ["C", "N", "N", "S", "O", "N", "C", "C", "C", "C", "C", "C", "C", "H", "H", "H", "H", "H", "H", "H", "H", "H", "H", "H", "H", "H"],
  "xyz": [[-3.480, 0.671, 0.490], [-2.393, 1.626, 0.673], [-1.231, 1.181, 0.070], [-0.536, -0.111, 0.659], [-0.616, -0.292, 2.063], [-1.053, -1.615, -0.062], [-0.990, -1.734, -1.465], [1.456, 0.046, 0.470], [2.284, -0.821, 1.092], [3.626, -0.633, 1.048], [4.106, 0.582, 0.584], [3.307, 1.441, -0.080], [1.932, 1.161, -0.123], [-3.394, -0.327, 1.088], [-4.430, 1.064, 0.723], [-3.328, 0.294, -0.587], [-2.157, 1.816, 1.657], [-0.482, -2.294, 0.417], [0.079, -1.527, -1.767], [-1.364, -2.768, -1.844], [-1.586, -0.985, -1.928], [1.970, -1.733, 1.307], [4.343, -1.196, 1.582], [5.132, 0.921, 0.570], [3.716, 2.266, -0.637], [1.230, 1.723, -0.603]],
  "forces_ev_per_a": [[1.7, -2.9, -0.8], [-0.8, 0.0, 1.4], [3.0, -1.7, -1.6], [1.1, 1.2, -1.4], [-0.5, -1.1, 2.0], [0.0, 1.3, 2.5], [1.5, -1.4, -1.9], [-3.2, 0.8, -0.6], [0.8, 0.6, -1.2], [1.2, 2.0, 1.0], [1.3, 0.2, -0.6], [-2.0, 0.4, -0.8], [1.6, -0.2, 0.2], [0.1, 1.6, -0.6], [-1.1, 0.7, -0.1], [-0.9, 0.9, 1.4], [-0.6, -0.2, -0.4], [0.0, -0.5, 0.2], [-0.9, -0.6, -0.5], [0.8, 1.8, 0.8], [-0.6, 0.6, -0.4], [-1.7, -3.9, 1.8], [0.3, -1.3, 0.3], [0.4, -0.8, 0.5], [0.0, 0.4, 0.2], [-1.5, 2.0, -1.4]],
  "mulliken_charge": [-0.59, -0.35, -0.48, 0.92, -0.67, -0.31, -0.73, 0.21, -0.57, -0.67, -0.27, -0.56, -0.26, 0.22, 0.38, 0.16, 0.28, 0.31, 0.28, 0.30, 0.28, 0.44, 0.37, 0.34, 0.38, 0.59],
  "gap_ev": 8.931,
  "e_lumo_ha": 0.02506,
  "total_energy_ha": -950.139225,
  "relative_energy_kj_mol": 487.31,
  "homo_energy_ha": -0.303
}

***

# 3
{
  "formula": "C8H13N4O",
  "method": "the ωB97M-V functional and the def2-TZVPD basis",
  "symbols": ["C", "C", "C", "O", "C", "N", "C", "C", "N", "N", "C", "C", "N", "H", "H", "H", "H", "H", "H", "H", "H", "H", "H", "H", "H", "H"],
  "xyz": [[3.077, 2.150, -0.222], [2.563, 0.784, 0.059], [1.232, 0.391, 0.071], [-0.157, 1.045, -0.070], [-1.429, 0.784, -0.294], [-2.037, -0.402, -0.085], [-3.286, -0.260, -0.019], [-4.495, -1.102, 0.118], [-3.609, 1.110, -0.175], [-2.421, 1.772, -0.402], [1.097, -1.094, 0.294], [2.600, -1.468, 0.567], [3.307, -0.285, 0.195], [3.412, 2.620, 0.762], [2.160, 2.625, -0.580], [3.938, 1.992, -0.950], [-4.908, -0.989, 1.196], [-5.162, -0.612, -0.602], [-4.264, -2.215, -0.268], [-4.466, 1.568, -0.436], [-2.262, 2.681, -0.180], [0.548, -1.393, 1.202], [0.737, -1.631, -0.674], [2.705, -1.617, 1.662], [2.731, -2.464, 0.163], [4.228, -0.131, 0.505]],
  "forces_ev_per_a": [[0.8, -0.7, 0.9], [-4.8, 2.0, -0.8], [-1.7, -1.9, 0.6], [-0.1, 1.7, -1.0], [1.0, 0.3, 1.8], [3.1, -1.5, -0.3], [-3.2, 3.7, -0.6], [0.4, -2.2, 0.1], [1.3, -0.6, 0.4], [1.5, -5.0, -0.9], [0.6, -0.7, -1.0], [-2.3, -0.5, 2.0], [2.2, -1.7, -0.8], [-0.2, -0.4, -1.5], [0.8, 0.7, -0.4], [-1.2, 0.9, 0.8], [0.6, -0.6, -1.9], [-0.4, -0.6, 0.4], [-0.7, 2.5, 1.3], [-0.2, -0.2, -0.1], [0.3, 3.3, 0.8], [-0.4, 0.2, -0.8], [0.3, 0.8, 1.8], [0.0, 0.1, -0.4], [1.2, 0.3, -0.8], [1.2, -0.1, 0.3]],
  "mulliken_charge": [-1.12, -0.30, 0.69, -0.43, 0.46, -0.34, 0.58, -0.87, -0.17, -0.12, -0.28, -0.71, -0.14, 0.30, 0.25, 0.35, 0.29, 0.31, 0.29, 0.28, 0.26, 0.31, 0.24, 0.27, 0.35, 0.25],
  "gap_ev": [7.314, 7.315],
  "total_charge": 1,
  "e_lumo_ha": [-0.12475, -0.12474],
  "total_energy_ha": -606.537107,
  "relative_energy_kj_mol": 274.43,
  "homo_energy_ha": [-0.394, -0.394]
}

***

# 4
{
  "formula": "C8H13N5O",
  "method": "the ωB97M-V functional and the def2-TZVPD basis",
  "symbols": ["C", "C", "C", "N", "C", "N", "C", "N", "C", "N", "C", "C", "N", "O", "H", "H", "H", "H", "H", "H", "H", "H", "H", "H", "H", "H", "H"],
  "xyz": [[-4.120, -0.121, 0.527], [-3.562, -0.434, -0.885], [-2.096, -0.029, -0.990], [-1.362, -0.864, -0.080], [-0.057, -0.692, 0.248], [0.460, -1.739, 0.905], [1.749, -1.682, 1.223], [2.654, -0.745, 0.994], [2.204, 0.226, 0.189], [3.183, 1.116, -0.120], [4.548, 0.929, 0.354], [0.780, 0.412, -0.143], [0.411, 1.581, -0.782], [1.334, 2.400, -1.011], [-5.198, -0.174, 0.489], [-3.893, 0.946, 0.871], [-3.789, -0.906, 1.239], [-3.599, -1.483, -1.156], [-4.238, 0.029, -1.669], [-1.912, 1.012, -0.650], [-1.753, -0.058, -2.022], [-1.500, -1.858, -0.083], [2.169, -2.540, 1.769], [2.898, 1.983, -0.599], [4.931, -0.068, 0.024], [5.155, 1.766, -0.086], [4.601, 0.994, 1.442]],
  "forces_ev_per_a": [[0.2, 0.2, -0.1], [-0.7, 1.2, -0.4], [-0.6, 1.3, 0.2], [1.5, 0.1, 0.0], [-0.1, 0.6, -0.8], [0.6, 0.0, 0.0], [0.4, -0.7, 0.7], [-1.0, -1.0, -0.6], [0.8, 2.0, 0.7], [-0.7, -0.1, -0.2], [0.5, 0.2, -0.7], [2.1, 0.2, 0.1], [0.1, 0.0, 0.1], [-1.8, -0.5, -0.2], [-0.4, -0.1, 0.1], [0.1, -1.6, -0.4], [0.0, 0.9, -0.1], [-0.2, -0.5, 0.4], [1.1, -0.1, 0.8], [-0.4, -0.5, -0.3], [0.3, -0.3, -0.2], [-0.8, -0.3, 0.1], [-0.5, 0.2, -0.1], [0.1, -1.0, 0.4], [-0.1, 0.9, 0.3], [-0.5, -0.9, 0.4], [0.0, -0.1, -0.1]],
  "mulliken_charge": [-0.96, -0.72, -0.49, -0.07, -0.01, -0.68, -0.30, -0.50, 0.83, -0.16, -0.87, 0.54, -0.10, -0.60, 0.38, 0.24, 0.27, 0.33, 0.37, 0.31, 0.34, 0.29, 0.37, 0.31, 0.28, 0.31, 0.29],
  "gap_ev": 8.319,
  "e_lumo_ha": -0.01716,
  "total_energy_ha": -661.591107,
  "relative_energy_kj_mol": 217.41,
  "homo_energy_ha": -0.323
}

***

# 5
{
  "formula": "C8H13NO2S2",
  "method": "the ωB97M-V functional and the def2-TZVPD basis",
  "symbols": ["C", "C", "C", "C", "C", "C", "C", "C", "N", "O", "O", "S", "S", "H", "H", "H", "H", "H", "H", "H", "H", "H", "H", "H", "H", "H"],
  "xyz": [[0.366, -0.802, 0.130], [1.051, 1.169, 3.115], [1.659, 2.026, 2.013], [1.051, -0.249, 2.374], [0.915, 1.647, 0.767], [-2.437, -0.694, -2.685], [-1.927, -2.071, -2.279], [-0.084, -0.181, -1.466], [0.630, 0.177, 0.992], [0.317, -1.980, 0.373], [0.343, -1.580, -3.707], [-1.763, 0.462, -1.476], [-0.093, -1.831, -2.295], [1.634, 1.147, 4.034], [-0.062, 1.396, 3.076], [1.498, 3.132, 2.145], [2.720, 1.716, 2.002], [2.022, -0.703, 2.436], [0.194, -1.019, 2.717], [-0.055, 2.140, 0.755], [1.664, 1.805, -0.095], [-1.928, -0.551, -3.743], [-3.557, -0.460, -2.788], [-2.570, -2.335, -1.355], [-2.156, -2.810, -3.004], [0.567, 0.450, -2.038]],
  "forces_ev_per_a": [[-0.8, 2.2, -2.6], [-1.7, -1.6, -2.0], [0.2, 0.9, 1.1], [-3.1, 0.4, 0.7], [1.2, -1.8, -1.0], [0.3, 0.6, -2.9], [-2.1, 1.3, 1.7], [-0.7, -2.8, 2.3], [1.6, 0.1, 1.3], [-0.1, 0.1, 0.0], [-0.9, 0.0, 0.3], [-0.2, 0.5, 0.3], [0.8, -0.6, -0.3], [-0.7, 0.2, 0.2], [1.3, 0.1, 1.3], [0.7, -1.0, 0.2], [-0.3, 0.7, -0.5], [0.4, -0.4, -0.4], [2.2, 1.8, -0.4], [0.2, 0.4, -0.7], [-1.9, -0.1, 0.8], [-1.2, 0.4, 1.9], [1.6, -0.8, 0.3], [2.1, 0.0, -0.8], [0.1, -0.7, -0.9], [0.7, 0.1, 0.1]],
  "mulliken_charge": [0.38, -0.61, -0.62, -0.61, -0.43, -0.60, -0.68, -0.43, 0.15, -0.61, -0.63, -0.14, 0.40, 0.36, 0.26, 0.34, 0.33, 0.34, 0.28, 0.27, 0.24, 0.29, 0.35, 0.27, 0.50, 0.60],
  "gap_ev": 9.103,
  "e_lumo_ha": 0.02015,
  "total_energy_ha": -1314.152298,
  "relative_energy_kj_mol": 56.16,
  "homo_energy_ha": -0.314
}

***

# 6
{
  "formula": "C8H13NO4S",
  "method": "the ωB97M-V functional and the def2-TZVPD basis",
  "symbols": ["C", "C", "C", "C", "C", "C", "C", "C", "N", "O", "O", "O", "O", "S", "H", "H", "H", "H", "H", "H", "H", "H", "H", "H", "H", "H", "H"],
  "xyz": [[-2.601, -1.443, 0.131], [-2.339, -0.123, -0.624], [-2.049, -1.449, 1.295], [-3.083, 0.105, -1.871], [1.647, 1.146, -0.501], [1.659, -1.164, 0.231], [1.352, 0.536, 1.983], [1.099, 0.176, 0.578], [-0.339, 0.131, 0.536], [-2.709, 0.931, 0.267], [-0.943, 2.674, 0.918], [-1.811, -1.354, 2.422], [-0.946, -0.030, -0.843], [-1.442, 1.375, 1.268], [-3.054, -2.327, -0.334], [-2.903, 1.122, -2.286], [-2.803, -0.690, -2.606], [-4.222, 0.094, -1.617], [2.662, 1.026, -0.405], [1.410, 0.739, -1.580], [1.240, 2.209, -0.578], [1.348, -1.937, 0.925], [1.548, -1.357, -0.823], [2.747, -1.166, 0.021], [0.718, 1.334, 2.354], [1.152, -0.321, 2.668], [2.362, 0.850, 2.411]],
  "forces_ev_per_a": [[-0.7, -0.1, -2.6], [1.0, -1.2, 1.4], [-0.7, -0.5, 1.7], [-2.1, -0.1, -1.3], [-3.0, 0.3, -2.4], [1.4, -0.6, -1.0], [1.4, 0.2, 3.9], [0.3, 1.5, -2.3], [-4.4, -0.5, -1.4], [1.7, 0.9, 0.9], [-0.2, 0.7, -0.4], [0.5, -0.5, 0.7], [1.2, 1.0, 0.8], [0.6, -0.6, -0.2], [0.3, 0.6, 0.3], [0.2, -0.8, 0.3], [-0.5, 0.7, 0.4], [2.0, -0.3, -0.6], [2.7, 0.7, 0.1], [0.2, 0.4, 2.1], [0.8, -1.4, 0.9], [0.1, -0.3, -0.3], [-1.8, -0.7, -0.4], [0.1, 0.4, 1.7], [-0.1, 0.2, -0.1], [-0.3, 0.3, -0.7], [-0.7, -0.3, -1.6]],
  "mulliken_charge": [-1.20, 1.66, 0.83, -1.62, -1.60, -1.60, -1.64, 1.51, 0.18, -0.42, -0.55, -0.42, -0.43, 0.53, 0.34, 0.39, 0.36, 0.34, 0.56, 0.30, 0.25, 0.34, 0.41, 0.43, 0.40, 0.32, 0.32],
  "gap_ev": 9.792,
  "e_lumo_ha": 0.02611,
  "total_energy_ha": -1066.360457,
  "relative_energy_kj_mol": 288.91,
  "homo_energy_ha": -0.334
}